Entry from OMol25: an isolated molecule of C4H17N3Si4 (ωB97M-V/def2-TZVPD).

Last columns: bonded neighbours and bond lengths (Å).
Positions of all 28 atoms, in Å:
1 C -4.0864 -1.4345 -0.4560  C2 1.331, H12 1.029, H13 1.167
2 C -3.5426 -0.2513 -0.7306  C1 1.331, N3 1.361, H14 1.045
3 N -2.5278 0.2134 0.0488  C2 1.361, Si4 1.833, Si5 1.778
4 Si -2.1248 1.9647 0.4078  N3 1.833, H15 1.485, H16 1.444, H17 1.469
5 Si -1.4169 -0.9173 0.8551  N3 1.778, N6 1.752, H18 1.489, H19 1.438
6 N 0.1493 -0.1629 0.6349  Si5 1.752, Si7 1.737, H20 0.971
7 Si 1.5918 -1.1308 0.6371  N6 1.737, N8 1.855, H21 1.540, H22 1.480
8 N 2.8974 -0.1003 -0.1836  Si7 1.855, Si9 1.763, C10 1.306
9 Si 4.1551 0.5211 0.8846  N8 1.763, H23 1.434, H24 1.512, H25 1.493
10 C 2.6782 0.4296 -1.3572  N8 1.306, C11 1.332, H26 1.047
11 C 1.5336 0.3845 -2.0369  C10 1.332, H27 1.097, H28 1.077
12 H -4.7733 -1.7976 -1.1308  C1 1.029
13 H -3.7066 -2.1162 0.4123  C1 1.167
14 H -3.9886 0.2987 -1.4997  C2 1.045
15 H -3.5610 2.1897 0.7123  Si4 1.485
16 H -1.5972 2.9024 -0.5552  Si4 1.444
17 H -1.2695 1.6352 1.5563  Si4 1.469
18 H -1.6684 -0.9974 2.3207  Si5 1.489
19 H -1.2768 -2.2565 0.3512  Si5 1.438
20 H 0.0929 0.8005 0.5282  N6 0.971
21 H 2.0215 -1.6318 2.0280  Si7 1.540
22 H 1.3208 -2.2290 -0.3177  Si7 1.480
23 H 3.8866 0.1433 2.2415  Si9 1.434
24 H 4.4118 1.9967 1.0950  Si9 1.512
25 H 5.2240 -0.0582 0.0178  Si9 1.493
26 H 3.4765 0.8393 -1.8971  C10 1.047
27 H 1.4221 0.7626 -3.0609  C11 1.097
28 H 0.6785 0.0021 -1.5057  C11 1.077

Calculated values
Energy above the lowest of the compared OMol25 structures with the same formula, charge and spin ... 0.00 kJ/mol
Energy ... -1484.80904 Eh
Net charge ... 0
Structure (SMILES) ... C=CN([SiH3])[SiH2]N[SiH2]N([SiH3])C=C
LUMO ... 0.0226 Ha